1.
# C21H45CoO6P

C21H45CoO6P as an isolated structure in a non-equilibrium geometry (ωB97M-V/def2-TZVPD, the Open Molecules 2025 dataset).

```
! RIJCOSX wB97M-V def2-TZVPD def2/J DEFGRID3
* xyz 2 2
Co -0.32 -0.53 -0.26
C -0.55 -1.08 2.76
C -0.74 0.41 2.93
O -0.43 1.07 1.70
C 0.75 1.86 1.72
C 1.98 0.98 1.80
O 1.69 -0.22 1.08
C 2.86 -0.79 0.47
C 3.05 -0.18 -0.88
O 1.80 -0.27 -1.57
C 1.63 0.71 -2.60
C 0.77 1.85 -2.10
O -0.33 1.34 -1.32
C -1.62 1.90 -1.61
C -2.55 1.52 -0.49
O -2.40 0.11 -0.24
C -3.14 -0.36 0.89
C -2.48 -1.62 1.39
O -1.05 -1.52 1.48
H -1.05 -1.63 3.56
H 0.51 -1.34 2.76
H -0.11 0.77 3.74
H -1.77 0.65 3.18
H 0.74 2.57 2.55
H 0.75 2.43 0.79
H 2.24 0.72 2.83
H 2.83 1.51 1.37
H 2.69 -1.87 0.39
H 3.74 -0.64 1.09
H 3.82 -0.71 -1.45
H 3.36 0.87 -0.79
H 1.17 0.21 -3.45
H 2.60 1.09 -2.93
H 0.41 2.43 -2.95
H 1.35 2.51 -1.46
H -1.97 1.52 -2.57
H -1.56 2.99 -1.66
H -3.58 1.75 -0.77
H -2.29 2.07 0.42
H -4.16 -0.59 0.60
H -3.17 0.42 1.65
H -2.65 -2.43 0.70
H -2.90 -1.90 2.36
C -2.48 -4.12 -3.26
C -2.31 -3.46 -1.88
C -3.70 -3.02 -1.36
P -0.98 -2.16 -1.91
C 0.61 -3.10 -1.95
C 0.91 -3.57 -0.51
C 0.75 -4.31 -2.89
C -1.22 -1.15 -3.43
C -0.59 -1.69 -4.72
C -2.69 -0.77 -3.63
H -3.00 -5.07 -3.11
H -1.56 -4.33 -3.78
H -3.11 -3.51 -3.91
H -1.90 -4.21 -1.19
H -3.91 -1.97 -1.57
H -3.83 -3.20 -0.30
H -4.47 -3.61 -1.87
H 1.35 -2.35 -2.24
H 0.25 -4.39 -0.22
H 0.79 -2.79 0.23
H 1.93 -3.95 -0.45
H 0.07 -5.11 -2.61
H 1.77 -4.70 -2.79
H 0.60 -4.06 -3.94
H -0.70 -0.24 -3.17
H -1.10 -2.58 -5.08
H 0.47 -1.92 -4.59
H -0.67 -0.93 -5.50
H -3.29 -1.61 -3.98
H -2.76 0.01 -4.40
H -3.15 -0.39 -2.72
*
```

Computed properties:
Orbital gap (spin up / spin down)   8.44 / 9.95 eV
Energy   -81691.5779 eV
LUMO (spin up / spin down)   -7.116 / -5.585 eV
<S²>   0.795

Atomic partial charges in e from the Löwdin method, atoms 1 to 4:
1 Co 0.63
2 C -0.11
3 C -0.12
4 O -0.17

2.
# C15H31N4O3

An isolated ion of composition C15H31N4O3 and charge +1 in a non-equilibrium geometry (ωB97M-V/def2-TZVPD, the Open Molecules 2025 dataset).

```
! RIJCOSX wB97M-V def2-TZVPD def2/J DEFGRID3
* xyz 1 1
O -0.60 -3.14 2.30
O -1.73 2.47 -1.77
O 0.94 -0.52 0.67
C -1.08 -2.94 1.20
C -0.85 2.82 -1.02
C 0.20 -0.69 -0.30
N -0.27 4.06 -0.86
N -0.49 0.45 -0.59
N -0.26 -3.01 0.10
C -2.48 -2.33 0.98
C -0.66 5.16 -1.67
C 1.17 -1.75 -4.56
C 0.38 1.95 2.49
C -0.05 1.40 3.84
C -0.77 1.83 1.43
C 2.35 -2.09 -1.92
C 0.33 -1.38 -3.30
C -0.25 -0.20 3.86
C -0.24 1.78 -0.01
C -0.24 -1.96 -0.98
C 0.79 -2.35 -2.10
N 0.97 -0.95 3.41
H 0.49 4.23 -0.23
H -1.10 0.41 -1.41
H 0.55 -3.46 0.32
H -2.99 -2.61 0.11
H -2.37 -1.32 0.82
H -3.20 -2.59 1.75
H -0.55 4.93 -2.78
H -1.67 5.35 -1.45
H -0.05 5.93 -1.33
H 2.14 -1.37 -4.58
H 1.10 -2.85 -4.91
H 0.75 -1.38 -5.43
H 1.32 1.44 2.21
H 0.76 2.97 2.61
H 0.73 1.74 4.47
H -0.94 1.79 4.13
H -1.41 0.96 1.58
H -1.26 2.79 1.49
H 2.96 -2.12 -2.85
H 2.51 -1.07 -1.66
H 2.87 -2.66 -1.10
H 0.50 -0.29 -3.05
H -0.64 -1.39 -3.54
H -0.60 -0.65 4.82
H -1.12 -0.46 3.19
H 0.90 1.94 -0.06
H -1.23 -1.98 -1.41
H 0.68 -3.33 -2.55
H 1.88 -0.89 3.83
H 1.08 -0.72 2.41
H 0.71 -1.96 3.41
*
```

Computed properties:
SMILES   CC[C@@H](C)[C@@H](NC(C)=O)C(=O)N[C@H](CCCC[NH3+])C(=O)NC
Orbital gap   10.36 eV
Energy   -28154.4989 eV
LUMO   -2.274 eV

Atomic partial charges in e from the natural (NBO) method, atoms 1 to 4:
1 O -0.67
2 O -0.61
3 O -0.73
4 C 0.72

3.
# F2KLi2

F2KLi2 as an isolated structure in a non-equilibrium geometry (ωB97M-V/def2-TZVPD, the Open Molecules 2025 dataset).

```
! RIJCOSX wB97M-V def2-TZVPD def2/J DEFGRID3
* xyz 1 1
Li 26.55 -22.23 -16.79
Li 27.89 -25.76 -16.96
K 25.80 -27.81 -13.52
F 25.83 -24.63 -15.67
F 27.64 -23.77 -18.91
*
```

Computed properties:
Orbital gap   6.61 eV
Energy   -22164.5045 eV
LUMO   -4.699 eV

Atomic partial charges in e from the natural (NBO) method, atoms 1 to 4:
1 Li 0.99
2 Li 0.98
3 K 1.00
4 F -0.98

4.
# C2H6N2O2

One molecule with the formula C2H6N2O2 in a non-equilibrium geometry (ωB97M-V/def2-TZVPD, the Open Molecules 2025 dataset).

```
! RIJCOSX wB97M-V def2-TZVPD def2/J DEFGRID3
* xyz 0 1
C 0.76 0.31 1.35
N 0.77 -0.06 -1.16
N 0.54 -0.57 0.22
C -0.62 -0.31 -0.97
O -1.42 0.77 -1.12
O -1.09 -1.51 -1.03
H -2.33 0.43 -1.10
H 0.96 0.95 -1.14
H -0.03 -1.62 -0.01
H 0.50 -0.22 2.26
H 1.81 0.62 1.41
H 0.13 1.20 1.27
*
```

Computed properties:
SMILES   C[N@@H+]1N[C@]1([O-])O
Orbital gap   9.45 eV
Energy   -9242.8893 eV
LUMO   0.702 eV

Atomic partial charges in e from the natural (NBO) method, atoms 1 to 4:
1 C -0.43
2 N -0.48
3 N -0.46
4 C 0.83

5.
# C23H23N5O4S2

One molecule with the formula C23H23N5O4S2 in a non-equilibrium geometry (ωB97M-V/def2-TZVPD, the Open Molecules 2025 dataset).

```
! RIJCOSX wB97M-V def2-TZVPD def2/J DEFGRID3
* xyz 0 1
C -6.52 -2.23 -0.29
H -6.15 -2.95 -1.01
H -7.51 -2.53 0.03
H -6.58 -1.26 -0.78
C -5.59 -2.17 0.92
H -5.97 -1.48 1.67
H -5.51 -3.16 1.37
O -4.26 -1.84 0.56
C -3.95 -0.56 0.19
C -4.78 0.54 0.32
C -4.34 1.80 -0.09
C -3.09 1.96 -0.63
C -2.24 0.86 -0.77
C -2.66 -0.39 -0.35
N -1.88 -1.53 -0.47
C -0.58 -1.62 -0.81
N 0.25 -0.65 -1.01
N 1.48 -1.05 -1.33
C 1.62 -2.33 -1.40
S 3.07 -3.17 -1.80
C 4.31 -1.84 -1.65
C 4.58 -1.58 -0.17
O 5.49 -2.10 0.43
N 3.70 -0.72 0.37
C 3.61 -0.50 1.79
C 2.41 -1.26 2.34
O 1.59 -1.83 1.68
O 2.37 -1.23 3.67
H 1.61 -1.73 4.00
H 4.52 -0.90 2.26
C 3.46 1.00 2.11
C 2.31 1.58 1.36
C 1.01 1.70 1.78
N 0.24 2.24 0.79
C 1.01 2.45 -0.31
C 0.69 2.96 -1.56
C 1.70 3.06 -2.49
C 3.01 2.67 -2.19
C 3.34 2.17 -0.95
C 2.33 2.05 0.01
H 4.35 1.87 -0.73
H 3.77 2.77 -2.95
H 1.48 3.45 -3.48
H -0.32 3.27 -1.80
H -0.76 2.36 0.83
H 0.59 1.45 2.73
H 4.38 1.51 1.81
H 3.32 1.12 3.18
H 2.91 -0.41 -0.18
H 5.20 -2.23 -2.14
H 3.92 -0.96 -2.17
S 0.15 -3.22 -1.04
H -2.35 -2.39 -0.22
H -1.26 0.96 -1.20
H -2.76 2.93 -0.96
H -5.00 2.64 0.03
H -5.77 0.45 0.74
*
```

Computed properties:
SMILES   CCOc1ccccc1Nc1nnc(SCC(=O)N[C@@H](Cc2c[nH]c3ccccc23)C(=O)O)s1
Orbital gap   8.13 eV
Energy   -61536.5439 eV
LUMO   0.385 eV

Atomic partial charges in e from the natural (NBO) method, atoms 1 to 4:
1 C -0.64
2 H 0.22
3 H 0.22
4 H 0.22

6.
# H6IO3

A 4-piece molecular cluster, H6IO3 overall (ωB97M-V/def2-TZVPD, the Open Molecules 2025 dataset).

```
! RIJCOSX wB97M-V def2-TZVPD def2/J DEFGRID3
* xyz -1 1
I -0.69 0.43 -1.87
O 2.07 2.59 -0.78
H 1.23 2.17 -1.04
H 2.58 1.87 -0.40
O -2.28 -2.26 -0.02
H -1.66 -1.57 -0.34
H -2.72 -1.86 0.73
O 0.82 -0.65 1.34
H 0.18 -0.23 1.93
H 0.47 -0.47 0.45
*
```

Computed properties:
Orbital gap   8.00 eV
Energy   -14343.8581 eV
LUMO   3.600 eV

Atomic partial charges in e from the natural (NBO) method, atoms 1 to 4:
1 I -0.94
2 O -0.98
3 H 0.50
4 H 0.46

7.
# C2H9NO

A 2-piece molecular cluster, C2H9NO overall in a non-equilibrium geometry (ωB97M-V/def2-TZVPD, the Open Molecules 2025 dataset).

```
! RIJCOSX wB97M-V def2-TZVPD def2/J DEFGRID3
* xyz 0 1
N -0.12 -0.30 -0.75
C -0.63 0.46 0.40
C -0.49 -1.67 -0.62
H 0.87 -0.03 -0.80
H -0.13 0.21 1.35
H -1.71 0.27 0.51
H -0.48 1.53 0.19
H 0.08 -2.17 -1.42
H -1.56 -1.82 -0.81
H -0.24 -2.14 0.34
O 1.29 1.85 0.18
H 0.86 1.83 1.06
H 2.25 1.96 0.37
*
```

Computed properties:
SMILES   CNC.O
Orbital gap   9.22 eV
Energy   -5756.2269 eV
LUMO   0.757 eV

Atomic partial charges in e from the natural (NBO) method, atoms 1 to 4:
1 N -0.63
2 C -0.42
3 C -0.41
4 H 0.38

8.
# C30H33BN4O3RuS2

C30H33BN4O3RuS2 as an isolated structure (ωB97M-V/def2-TZVPD, the Open Molecules 2025 dataset).

```
! RIJCOSX wB97M-V def2-TZVPD def2/J DEFGRID3
* xyz 2 1
Ru 0.18 -2.04 0.29
C -1.27 -3.86 -1.31
N -1.60 -2.73 -0.39
C -2.47 -3.21 0.74
C -1.90 -2.93 2.10
C -2.61 -3.20 3.25
C -2.02 -2.92 4.48
C -0.75 -2.38 4.51
C -0.10 -2.14 3.32
N -0.66 -2.41 2.13
C -2.23 -1.59 -1.12
C -2.07 -0.33 -0.30
C -3.02 0.67 -0.25
C -2.75 1.82 0.48
C -1.54 1.92 1.15
C -0.64 0.88 1.06
N -0.88 -0.22 0.34
C -0.24 -4.74 -0.64
C -0.14 -6.09 -0.89
C 0.86 -6.82 -0.27
C 1.71 -6.18 0.61
C 1.55 -4.82 0.81
N 0.62 -4.10 0.19
H -0.83 -3.43 -2.21
H -2.17 -4.41 -1.59
H -2.64 -4.28 0.62
H -3.45 -2.73 0.65
H -3.60 -3.61 3.19
H -2.56 -3.12 5.40
H -0.26 -2.15 5.44
H 0.89 -1.71 3.28
H -3.27 -1.80 -1.37
H -1.67 -1.46 -2.05
H -3.96 0.55 -0.78
H -3.48 2.62 0.53
H -1.29 2.80 1.73
H 0.31 0.91 1.58
H -0.84 -6.57 -1.56
H 0.96 -7.88 -0.45
H 2.49 -6.71 1.14
H 2.19 -4.28 1.50
C 4.18 -2.21 0.87
O 2.95 -2.19 0.11
C 3.04 -1.80 -1.17
S 4.33 -1.49 -2.05
S 1.33 -1.59 -1.80
H 3.97 -2.79 1.76
H 4.45 -1.19 1.13
H 4.98 -2.67 0.29
C -0.06 6.20 -3.14
C 0.23 6.07 -1.64
C -1.08 6.27 -0.86
C 1.22 7.17 -1.25
C 0.77 4.68 -1.31
C 1.61 4.48 -0.21
C 2.10 3.23 0.16
C 1.71 2.17 -0.61
O 2.01 0.82 -0.48
B 1.34 0.24 -1.52
O 0.64 1.11 -2.30
C 0.87 2.35 -1.70
C 0.38 3.57 -2.07
H -0.29 7.24 -3.38
H -0.93 5.61 -3.45
H 0.79 5.90 -3.75
H -1.54 7.23 -1.13
H -0.89 6.28 0.22
H -1.80 5.48 -1.08
H 0.85 8.13 -1.59
H 2.20 7.00 -1.70
H 1.35 7.25 -0.17
H 1.91 5.34 0.38
H 2.77 3.11 1.01
H -0.26 3.67 -2.93
*
```

Computed properties:
Orbital gap   8.03 eV
Energy   -68668.5629 eV
LUMO   -5.268 eV

Atomic partial charges in e from the Löwdin method, atoms 1 to 4:
1 Ru 1.01
2 C -0.11
3 N -0.26
4 C -0.05

9.
# C3H6O4PS2

An isolated ion of composition C3H6O4PS2 and charge -1 in a non-equilibrium geometry (ωB97M-V/def2-TZVPD, the Open Molecules 2025 dataset).

```
! RIJCOSX wB97M-V def2-TZVPD def2/J DEFGRID3
* xyz -1 1
C -2.76 0.21 0.38
C 0.12 2.26 0.21
C 1.74 -1.99 -0.88
O -2.61 0.19 1.54
O 0.57 -1.34 1.75
O 0.57 1.16 0.93
O 1.66 -0.66 -0.54
P 0.41 -0.39 0.60
S -3.92 0.85 -0.55
S -1.19 -0.54 -0.67
H -0.10 1.80 -0.78
H 0.79 3.15 0.27
H -0.83 2.56 0.75
H 0.93 -2.33 -1.43
H 1.90 -2.81 -0.16
H 2.72 -2.10 -1.42
*
```

Computed properties:
SMILES   COP(=O)(OC)SC(=O)[S-]
Orbital gap   7.86 eV
Energy   -42360.9860 eV
LUMO   3.351 eV

Atomic partial charges in e from the natural (NBO) method, atoms 1 to 4:
1 C 0.28
2 C -0.26
3 C -0.26
4 O -0.60

10.
# C2H3NO2

One molecule with the formula C2H3NO2 in a non-equilibrium geometry (ωB97M-V/def2-TZVPD, the Open Molecules 2025 dataset).

```
! RIJCOSX wB97M-V def2-TZVPD def2/J DEFGRID3
* xyz 0 1
C -1.49 -0.09 0.14
C -0.05 -0.13 -0.21
N -2.59 -0.45 0.25
O -4.38 0.47 -0.58
O -3.86 -0.27 0.40
H 0.42 -0.74 0.64
H 0.08 -0.51 -1.27
H 0.54 0.73 -0.30
*
```

Computed properties:
Orbital gap (spin up / spin down)   7.51 / 7.51 eV
Energy   -7699.5027 eV
LUMO (spin up / spin down)   -0.234 / -0.234 eV

Atomic partial charges in e from the natural (NBO) method, atoms 1 to 4:
1 C 0.41
2 C -0.72
3 N 0.06
4 O -0.53

11.
# C5H8N2

One molecule with the formula C5H8N2 in a non-equilibrium geometry (ωB97M-V/def2-TZVPD, the Open Molecules 2025 dataset).

```
! RIJCOSX wB97M-V def2-TZVPD def2/J DEFGRID3
* xyz 0 1
C 1.27 -1.34 -0.88
C -0.11 -0.82 -1.23
C -1.21 -0.58 -0.25
C -0.86 -0.29 1.12
N -0.58 0.40 2.07
N -0.55 0.49 -0.96
C -0.12 1.99 1.40
H 1.55 -1.11 0.15
H 1.32 -2.42 -1.02
H 2.01 -0.88 -1.54
H -0.51 -1.24 -2.16
H -2.25 -0.84 -0.42
H -0.34 1.72 0.37
H -0.53 3.00 1.62
H 0.91 1.93 1.72
*
```

Computed properties:
Orbital gap (spin up / spin down)   7.29 / 7.28 eV
Energy   -8289.0892 eV
LUMO (spin up / spin down)   -0.573 / -0.573 eV

Atomic partial charges in e from the natural (NBO) method, atoms 1 to 4:
1 C -0.63
2 C -0.05
3 C -0.26
4 C 0.48

12.
# C3H3N3OS

One molecule with the formula C3H3N3OS in a non-equilibrium geometry (ωB97M-V/def2-TZVPD, the Open Molecules 2025 dataset).

```
! RIJCOSX wB97M-V def2-TZVPD def2/J DEFGRID3
* xyz 0 1
C 1.16 -0.72 -0.24
C 0.08 -0.06 0.12
C -0.97 -0.31 1.11
H 0.80 -2.79 0.56
H 2.79 -1.92 0.42
H -1.01 -1.13 1.89
N 1.60 -1.99 0.00
N 1.80 -0.04 -1.28
N 1.08 1.03 -1.54
O 0.01 1.10 -0.77
S -2.22 0.66 1.06
*
```

Computed properties:
SMILES   Nc1nnoc1C=S
Orbital gap   7.94 eV
Energy   -20507.5366 eV
LUMO   -1.089 eV

Atomic partial charges in e from the natural (NBO) method, atoms 1 to 4:
1 C 0.22
2 C 0.10
3 C -0.38
4 H 0.42

13.
# C18H64N6O14

A 14-piece molecular cluster, C18H64N6O14 overall in a non-equilibrium geometry (ωB97M-V/def2-TZVPD, the Open Molecules 2025 dataset).

```
! RIJCOSX wB97M-V def2-TZVPD def2/J DEFGRID3
* xyz 0 1
C -0.80 -4.11 -0.77
C 0.67 -3.94 -1.03
O 1.37 -3.68 0.18
H -1.41 -3.15 -0.70
H -0.96 -4.64 0.15
H -1.33 -4.75 -1.58
H 0.94 -3.27 -1.84
H 1.02 -4.95 -1.33
H 2.25 -3.46 -0.06
C 2.07 -3.24 4.36
C 2.57 -2.24 3.32
O 1.64 -1.20 3.11
H 2.75 -4.05 4.39
H 1.18 -3.83 3.99
H 1.75 -2.81 5.26
H 2.96 -2.81 2.47
H 3.48 -1.94 3.86
H 0.72 -1.58 2.83
C 0.55 4.38 -3.19
C 2.02 4.00 -2.63
O 1.88 2.98 -1.60
H -0.01 4.73 -2.34
H 0.14 3.60 -3.61
H 0.60 5.20 -3.91
H 2.59 4.92 -2.36
H 2.60 3.62 -3.49
H 2.70 2.78 -1.23
C -1.79 -3.96 2.79
C -1.81 -2.47 2.32
O -0.52 -2.23 1.79
H -2.63 -4.14 3.47
H -0.88 -4.09 3.44
H -1.87 -4.71 1.99
H -2.06 -1.85 3.15
H -2.55 -2.35 1.50
H -0.44 -2.72 0.94
C 0.38 3.58 1.77
O 1.55 2.81 1.77
N -0.54 3.48 0.85
N 0.14 4.44 2.72
H -0.41 2.81 0.07
H -1.31 4.22 0.75
H 0.89 4.72 3.26
H -0.79 4.88 2.84
C 4.23 1.16 3.47
O 5.08 0.07 3.77
N 3.00 1.04 3.22
N 4.66 2.41 3.44
H 2.52 0.13 3.13
H 2.53 1.86 2.85
H 5.62 2.60 3.58
H 4.17 3.18 2.96
C -0.40 0.50 -0.46
O -1.27 -0.58 -0.77
N 0.43 0.45 0.55
N -0.51 1.58 -1.13
H 0.52 -0.40 1.01
H 0.99 1.33 0.77
H -1.20 1.61 -1.96
H 0.35 2.06 -1.42
C -1.03 1.18 3.57
O -2.08 1.88 3.05
H -1.16 1.07 4.67
H -0.05 1.66 3.40
H -1.06 0.21 3.13
H -1.72 2.52 2.48
C 3.38 -1.03 -0.41
O 3.18 -1.84 -1.56
H 4.33 -1.22 0.07
H 2.61 -1.31 0.30
H 3.19 -0.02 -0.73
H 3.83 -1.51 -2.11
C -3.75 2.53 0.16
O -3.00 1.29 0.50
H -4.82 2.49 0.39
H -3.72 2.73 -0.95
H -3.28 3.36 0.66
H -2.12 1.39 0.20
C -1.76 -1.42 -4.47
O -1.33 -2.11 -3.28
H -0.92 -0.82 -4.97
H -2.60 -0.87 -4.09
H -2.18 -2.12 -5.23
H -1.08 -1.51 -2.56
C 1.10 -0.17 -3.23
O 1.81 -0.38 -4.45
H 0.05 -0.02 -3.38
H 1.47 0.75 -2.77
H 1.21 -1.00 -2.52
H 2.18 -1.27 -4.54
C -2.40 1.89 -4.08
O -2.72 1.28 -2.82
H -2.24 2.93 -4.00
H -3.17 1.75 -4.85
H -1.45 1.57 -4.38
H -3.63 1.17 -2.67
C -4.43 -2.44 -1.75
O -4.15 -1.52 -0.66
H -3.46 -2.94 -1.94
H -4.45 -1.82 -2.60
H -5.33 -3.03 -1.72
H -3.27 -1.21 -0.62
*
```

Computed properties:
Orbital gap   7.87 eV
Energy   -57303.3654 eV
LUMO   -0.194 eV

Atomic partial charges in e from the Löwdin method, atoms 1 to 4:
1 C -0.09
2 C -0.29
3 O -0.07
4 H 0.07